Here is a cluster of 11 separate species, C39H72N6O5 in total from the Open Molecules 2025 dataset. Energies are from ωB97M-V/def2-TZVPD.

Properties
SMILES string = CC(C)=O.CC(C)=O.CC(C)=O.CC(C)=O.CC(C)=O.CCCC#N.CCCC#N.CCCC#N.CCCC#N.CCCC#N.CCCC#N
ΔE to the lowest compared entry with this formula, charge and spin = 0.349 eV
Strongest force on any atom = 4.3 eV/A
DFT total energy = -60786.0097 eV

Cartesian coordinates (Å):
C  -3.016  -5.621  -0.420
C  -1.868  -4.663  -0.393
C  -1.985  -3.623  -1.439
O  -0.878  -4.759  0.305
H  -3.914  -5.069  -0.245
H  -2.797  -6.375  0.402
H  -3.152  -6.021  -1.441
H  -2.125  -4.121  -2.401
H  -1.018  -3.115  -1.595
H  -2.848  -2.950  -1.263
C  1.358  -0.919  5.046
C  1.914  0.470  4.956
C  3.367  0.549  4.582
O  1.298  1.464  5.210
H  0.483  -1.080  4.380
H  0.849  -0.915  6.006
H  2.176  -1.686  4.922
H  3.999  0.324  5.443
H  3.667  1.534  4.214
H  3.659  -0.222  3.851
C  -0.751  5.879  -3.247
C  -0.972  4.761  -2.299
C  0.095  3.699  -2.069
O  -2.007  4.710  -1.686
H  -0.612  5.500  -4.232
H  0.134  6.521  -2.924
H  -1.684  6.454  -3.198
H  -0.368  2.756  -1.999
H  0.684  3.968  -1.176
H  0.760  3.652  -2.890
C  -5.318  5.596  0.427
C  -4.398  5.320  1.582
C  -3.553  4.039  1.473
O  -4.350  6.047  2.535
H  -6.225  5.901  0.941
H  -5.592  4.669  -0.116
H  -5.025  6.351  -0.336
H  -4.166  3.186  1.258
H  -3.043  3.851  2.383
H  -2.866  4.117  0.611
C  0.121  5.539  1.975
C  1.537  5.123  1.715
C  2.276  4.339  2.734
O  2.131  5.454  0.656
H  0.031  6.339  2.698
H  -0.262  4.632  2.559
H  -0.495  5.760  1.060
H  2.964  3.662  2.262
H  1.562  3.879  3.415
H  2.888  4.968  3.379
C  0.255  -7.487  1.497
C  1.057  -6.407  2.322
C  1.875  -5.539  1.372
C  2.573  -4.389  2.040
N  3.046  -3.482  2.530
H  -0.210  -8.274  2.109
H  0.870  -7.909  0.732
H  -0.483  -6.904  0.916
H  1.718  -6.925  2.987
H  0.325  -5.757  2.794
H  1.145  -5.147  0.643
H  2.733  -6.113  0.923
C  -5.368  0.473  -1.618
C  -4.251  0.205  -2.612
C  -2.946  1.006  -2.357
C  -2.469  0.930  -1.007
N  -2.266  0.734  0.121
H  -5.904  1.373  -1.842
H  -4.979  0.473  -0.591
H  -6.166  -0.283  -1.780
H  -4.529  0.396  -3.680
H  -3.975  -0.834  -2.618
H  -3.165  2.091  -2.527
H  -2.155  0.682  -3.050
C  3.783  -0.398  -5.857
C  2.634  0.584  -6.052
C  1.774  0.831  -4.801
C  2.498  1.117  -3.613
N  3.072  1.253  -2.617
H  3.349  -1.428  -5.619
H  4.382  -0.016  -5.041
H  4.371  -0.585  -6.785
H  2.073  0.321  -6.897
H  3.081  1.491  -6.371
H  1.291  -0.116  -4.522
H  0.978  1.525  -4.994
C  5.261  -2.019  -2.592
C  5.245  -1.985  -1.044
C  5.649  -0.566  -0.575
C  7.091  -0.328  -0.859
N  8.132  0.014  -1.198
H  6.289  -1.841  -2.974
H  4.635  -1.190  -2.884
H  4.941  -2.944  -3.092
H  5.907  -2.704  -0.553
H  4.245  -2.017  -0.721
H  5.639  -0.544  0.554
H  5.005  0.187  -1.071
C  -2.437  -1.283  3.281
C  -3.964  -1.368  3.339
C  -4.640  -0.811  2.069
C  -4.489  -1.768  0.975
N  -4.181  -2.580  0.233
H  -2.026  -1.658  4.180
H  -2.260  -0.203  3.175
H  -2.035  -1.835  2.469
H  -4.360  -0.787  4.199
H  -4.285  -2.391  3.543
H  -4.322  0.193  1.803
H  -5.761  -0.752  2.303
C  0.930  0.314  1.495
C  1.866  -0.367  0.518
C  1.219  -1.515  -0.288
C  0.455  -0.952  -1.456
N  -0.036  -0.566  -2.409
H  0.249  0.971  0.980
H  1.625  0.943  2.113
H  0.363  -0.258  2.155
H  2.648  -0.783  1.105
H  2.305  0.326  -0.207
H  0.470  -2.070  0.306
H  1.951  -2.228  -0.612

Atom charges from the Löwdin analysis, given in e for atoms 1 to 99: number 1, C, carries -0.02; number 2, C, carries -0.51; number 3, C, carries -0.04; number 4, O, carries 0.03; number 5, H, carries 0.05; number 6, H, carries 0.10; number 7, H, carries 0.10; number 8, H, carries 0.09; number 9, H, carries 0.06; number 10, H, carries 0.04; number 11, C, carries -0.02; number 12, C, carries -0.54; number 13, C, carries -0.03; number 14, O, carries 0.07; number 15, H, carries 0.07; number 16, H, carries 0.08; number 17, H, carries 0.09; number 18, H, carries 0.09; number 19, H, carries 0.08; number 20, H, carries 0.08; number 21, C, carries -0.02; number 22, C, carries -0.50; number 23, C, carries 0.01; number 24, O, carries 0.04; number 25, H, carries 0.07; number 26, H, carries 0.12; number 27, H, carries 0.09; number 28, H, carries 0.05; number 29, H, carries 0.09; number 30, H, carries 0.05; number 31, C, carries -0.03; number 32, C, carries -0.50; number 33, C, carries -0.02; number 34, O, carries 0.07; number 35, H, carries 0.08; number 36, H, carries 0.08; number 37, H, carries 0.10; number 38, H, carries 0.05; number 39, H, carries 0.06; number 40, H, carries 0.07; number 41, C, carries -0.02; number 42, C, carries -0.47; number 43, C, carries -0.03; number 44, O, carries 0.01; number 45, H, carries 0.08; number 46, H, carries 0.10; number 47, H, carries 0.10; number 48, H, carries 0.08; number 49, H, carries 0.07; number 50, H, carries 0.10; number 51, C, carries -0.09; number 52, C, carries -0.24; number 53, C, carries -0.20; number 54, C, carries -0.22; number 55, N, carries 0.14; number 56, H, carries 0.08; number 57, H, carries 0.06; number 58, H, carries 0.04; number 59, H, carries 0.10; number 60, H, carries 0.11; number 61, H, carries 0.09; number 62, H, carries 0.13; number 63, C, carries -0.10; number 64, C, carries -0.24; number 65, C, carries -0.20; number 66, C, carries -0.24; number 67, N, carries 0.20; number 68, H, carries 0.06; number 69, H, carries 0.05; number 70, H, carries 0.09; number 71, H, carries 0.12; number 72, H, carries 0.09; number 73, H, carries 0.13; number 74, H, carries 0.09; number 75, C, carries -0.11; number 76, C, carries -0.25; number 77, C, carries -0.19; number 78, C, carries -0.25; number 79, N, carries 0.18; number 80, H, carries 0.10; number 81, H, carries 0.05; number 82, H, carries 0.08; number 83, H, carries 0.09; number 84, H, carries 0.10; number 85, H, carries 0.10; number 86, H, carries 0.11; number 87, C, carries -0.10; number 88, C, carries -0.24; number 89, C, carries -0.19; number 90, C, carries -0.24; number 91, N, carries 0.13; number 92, H, carries 0.08; number 93, H, carries 0.03; number 94, H, carries 0.07; number 95, H, carries 0.12; number 96, H, carries 0.05; number 97, H, carries 0.13; number 98, H, carries 0.10; number 99, C, carries -0.10